Record 1
A molecular structure, C23H59NO26PbS7. Source: the OMol25 dataset; level of theory: ωB97M-V with the def2-TZVPD basis set.

Last column: Löwdin charge in e.
CARTESIAN COORDINATES (ANGSTROEM)
Pb (-0.4084, -0.2454, -1.2312)  1.4943
C (-1.4687, 0.4192, -3.4457)  -0.8367
O (-1.9448, 1.0254, -4.3731)  0.0537
O (-0.3716, -0.2652, -3.3747)  -0.2107
O (-2.0998, 0.4989, -2.1777)  -0.3478
O (-0.2154, 2.6253, -2.0007)  -0.3167
S (-0.0405, 3.7396, -2.8733)  0.5880
O (0.1291, 5.0759, -2.4069)  -0.2741
O (1.2117, 3.3189, -3.7938)  -0.2902
C (1.7130, 4.1657, -4.8841)  -0.1656
C (3.3094, 4.1756, -4.6562)  -0.0335
C (-1.4093, 3.8434, -4.0356)  -0.0798
H (1.2653, 5.1359, -4.8380)  0.0988
H (1.5871, 3.6583, -5.8269)  0.1139
H (3.6624, 4.8052, -3.8687)  0.0542
H (3.8717, 4.2573, -5.5745)  0.0672
H (3.5737, 3.1198, -4.3399)  0.0580
H (-2.1549, 3.9930, -3.2452)  0.0799
H (-1.6227, 3.0314, -4.6780)  0.0380
H (-1.2488, 4.7858, -4.5641)  0.0714
O (0.6794, -1.7813, 2.0999)  -0.3078
S (0.0016, -2.3891, 3.2003)  0.5691
O (0.7100, -3.1475, 4.1749)  -0.2692
O (-0.8589, -1.2123, 3.8904)  -0.2624
C (-0.8079, -1.1622, 5.3565)  -0.1959
C (-1.9379, -2.1032, 5.9532)  -0.0407
C (-1.3189, -3.3404, 2.4655)  -0.0913
H (-0.9355, -0.1260, 5.5284)  0.0986
H (0.1472, -1.5456, 5.6565)  0.0914
H (-2.2772, -1.8423, 6.9539)  0.0722
H (-1.7562, -3.1827, 5.8486)  0.0768
H (-2.7473, -1.8444, 5.2737)  0.0664
H (-0.8529, -4.2447, 2.0400)  0.0753
H (-1.8141, -2.7005, 1.7115)  0.0524
H (-2.0282, -3.4982, 3.2880)  0.0710
O (2.2831, 1.3920, 2.8496)  -0.2887
S (3.0078, 1.3051, 1.5902)  0.6002
O (2.3378, 1.5228, 0.3348)  -0.3161
O (4.2813, 2.2047, 1.7396)  -0.2470
C (5.0515, 2.5108, 0.5273)  -0.2213
C (4.4963, 3.5946, -0.3491)  -0.0624
C (3.7101, -0.4276, 1.6024)  -0.0685
H (5.1975, 1.6190, -0.0139)  0.0922
H (5.9836, 2.8356, 0.9935)  0.1296
H (3.4613, 3.3576, -0.6111)  0.0645
H (5.0457, 3.7757, -1.2907)  0.0957
H (4.5390, 4.5317, 0.1655)  0.0710
H (4.2803, -0.6891, 2.4932)  0.0791
H (4.2760, -0.6178, 0.7158)  0.0467
H (2.8449, -1.0551, 1.4865)  0.0179
O (-1.1256, -2.7014, -1.2980)  -0.4161
S (-2.2480, -3.4139, -1.8329)  0.6114
O (-2.1530, -3.8780, -3.1850)  -0.2562
O (-2.5092, -4.6827, -0.8549)  -0.2893
C (-3.2526, -5.8778, -1.4365)  -0.1844
C (-3.0094, -6.9158, -0.4011)  -0.0767
C (-3.8098, -2.4932, -1.6068)  -0.0743
H (-2.8338, -6.0723, -2.4145)  0.1155
H (-4.2731, -5.5380, -1.4347)  0.1081
H (-3.2832, -6.6413, 0.6016)  0.0786
H (-1.9339, -7.0839, -0.3478)  0.0838
H (-3.3687, -7.9087, -0.6520)  0.0853
H (-4.6573, -3.1634, -1.5635)  0.0709
H (-3.8840, -1.7472, -2.3915)  0.0712
H (-3.7543, -1.9350, -0.6808)  0.0254
O (-2.1531, 3.5098, 0.8518)  -0.3187
S (-1.2712, 4.3594, 1.6774)  0.6338
O (-1.7489, 5.6473, 2.1332)  -0.2856
O (-0.8368, 3.3892, 2.8589)  -0.2716
C (0.1806, 3.9068, 3.7505)  -0.2471
C (-0.1552, 3.4235, 5.1370)  -0.0538
C (0.3027, 4.6087, 0.7319)  -0.0938
H (0.1020, 5.0138, 3.7111)  0.1246
H (1.0966, 3.4418, 3.3912)  0.0971
H (-0.0718, 2.3830, 5.2473)  0.0496
H (-1.1345, 3.6686, 5.4839)  0.0752
H (0.4716, 3.9124, 5.8907)  0.0909
H (0.7249, 3.6516, 0.4220)  0.0469
H (1.0596, 5.2251, 1.2869)  0.0894
H (-0.0811, 5.2030, -0.0975)  0.0395
O (2.0524, -4.9983, -2.6011)  -0.2616
S (2.6529, -3.8826, -1.9090)  0.5743
O (1.9657, -2.5969, -1.8515)  -0.3376
O (3.0006, -4.3055, -0.4624)  -0.2591
C (2.0627, -4.2115, 0.6124)  -0.2421
C (2.3640, -5.1664, 1.7416)  -0.0455
C (4.2569, -3.5320, -2.5062)  -0.1110
H (1.0836, -4.5045, 0.1822)  0.1269
H (2.0503, -3.1390, 0.8834)  0.0972
H (1.6953, -5.0081, 2.5627)  0.0513
H (3.3685, -5.0147, 2.1486)  0.0901
H (2.2529, -6.2127, 1.4977)  0.0818
H (4.9281, -4.3819, -2.3512)  0.0830
H (4.5936, -2.6851, -1.8706)  0.0840
H (4.1584, -3.2655, -3.5284)  0.0659
O (-5.4990, -0.6721, 2.6881)  -0.2846
S (-4.5138, -0.1827, 1.7493)  0.5570
O (-3.4512, -1.0468, 1.2403)  -0.3215
O (-5.2802, 0.3374, 0.5585)  -0.2393
C (-4.4846, 0.9490, -0.5619)  -0.2141
C (-5.0901, 2.3077, -0.7991)  -0.0415
C (-3.7839, 1.2543, 2.5310)  -0.0952
H (-4.5539, 0.3016, -1.4118)  0.0948
H (-3.4289, 1.0250, -0.3848)  0.0794
H (-6.1635, 2.1747, -0.8441)  0.0831
H (-4.7139, 2.7067, -1.7628)  0.0994
H (-4.7511, 2.9802, -0.0366)  0.0613
H (-3.4944, 0.8584, 3.4805)  0.0546
H (-4.4253, 2.1394, 2.5546)  0.0914
H (-2.8715, 1.4645, 1.9601)  0.0475
C (2.4218, 0.0760, -3.5944)  0.0359
N (3.8149, 0.5641, -3.8100)  -0.4057
O (4.0625, 0.9679, -4.9558)  0.0322
O (4.6303, 0.5398, -2.8839)  0.0391
H (2.1655, -0.3602, -4.5218)  0.0959
H (1.8282, 0.9844, -3.4087)  0.0874
H (2.3686, -0.6599, -2.7990)  0.0541

Results
E_HOMO	-9.2303	eV

Record 2
3 unconnected molecules or ions with the total composition C16H43INO8P3. Source: the OMol25 dataset; level of theory: ωB97M-V with the def2-TZVPD basis set.

Last column: Löwdin charge in e.
CARTESIAN COORDINATES (ANGSTROEM)
C (2.6391, 2.9441, 3.0815)  -0.0892
C (3.2898, 2.9317, 1.7127)  -0.3111
O (3.0095, 1.7233, 1.0322)  -0.2358
P (1.5136, 1.5521, 0.3418)  0.7413
O (1.8426, 2.4243, -0.8944)  -0.2256
O (1.8174, 0.1007, -0.4147)  -0.2371
C (1.5376, -0.0556, -1.7987)  -0.3220
C (2.8152, 0.0831, -2.6084)  -0.1057
O (1.1460, 0.5776, 1.7231)  -0.2117
C (-0.2392, 0.3735, 1.9562)  -0.3170
C (-0.8523, -0.5657, 0.9355)  -0.0714
H (1.5486, 2.9734, 2.9928)  0.0632
H (2.9594, 3.8190, 3.6562)  0.0768
H (2.8929, 2.0390, 3.6421)  0.0838
H (2.9615, 3.7889, 1.1165)  0.1059
H (4.3762, 3.0003, 1.8233)  0.1190
H (0.7703, 0.6520, -2.1302)  0.0976
H (1.1256, -1.0595, -1.9414)  0.1172
H (3.3234, 1.0304, -2.4075)  0.0723
H (2.6039, 0.0206, -3.6796)  -0.0536
H (3.5197, -0.7119, -2.3438)  0.0814
H (-0.7533, 1.3404, 1.9562)  0.1097
H (-0.3396, -0.0588, 2.9563)  0.1113
H (-0.8907, -0.0953, -0.0516)  0.0690
H (-1.8743, -0.8330, 1.2198)  0.0753
H (-0.2588, -1.4804, 0.8373)  0.0919
C (-3.3303, 0.0058, 6.2996)  -0.0845
C (-2.9007, -0.7718, 5.0716)  -0.3156
O (-3.7098, -1.9186, 4.8925)  -0.2333
P (-5.2222, -1.7070, 4.2510)  0.7408
O (-4.7237, -1.5651, 2.7920)  -0.2288
O (-5.6026, -3.3225, 4.1220)  -0.2379
C (-6.0804, -3.8477, 2.8914)  -0.3162
C (-4.9544, -4.5484, 2.1509)  -0.0743
O (-5.7793, -1.8656, 5.8812)  -0.2122
C (-7.0961, -1.3875, 6.1096)  -0.3161
C (-8.1428, -2.2987, 5.4981)  -0.0823
H (-4.3241, 0.4411, 6.1556)  0.0646
H (-2.6278, 0.8185, 6.5105)  0.0785
H (-3.3886, -0.6487, 7.1748)  0.0856
H (-2.9333, -0.1400, 4.1783)  0.1002
H (-1.8697, -1.1155, 5.1981)  0.1186
H (-6.5414, -3.0655, 2.2791)  0.1030
H (-6.8667, -4.5724, 3.1243)  0.1147
H (-4.0957, -3.8888, 1.9978)  0.0705
H (-5.2965, -4.9081, 1.1763)  0.0775
H (-4.5928, -5.4028, 2.7319)  0.0791
H (-7.1858, -0.3696, 5.7159)  0.1093
H (-7.2409, -1.3411, 7.1931)  0.1211
H (-8.1082, -2.2520, 4.4055)  0.0667
H (-9.1471, -2.0023, 5.8149)  0.0813
H (-7.9717, -3.3413, 5.7849)  0.0901
C (6.1613, -0.3043, -6.1718)  -0.1440
C (6.5844, 0.9166, -7.1804)  -0.2829
C (6.4465, 2.4231, -6.5513)  -0.2167
C (4.9130, 2.9432, -6.3046)  -0.3094
N (3.9076, 2.5141, -7.3486)  -0.3579
P (2.6868, 1.3780, -6.7208)  0.3356
I (0.8571, -0.0475, -5.7958)  0.2718
H (6.9901, -1.1487, -6.2648)  0.0873
H (5.1181, -0.7223, -6.5723)  0.0706
H (6.0540, 0.1367, -5.0933)  0.0791
H (6.0517, 0.8436, -8.2453)  0.1025
H (7.7433, 0.7615, -7.4191)  0.1090
H (6.9626, 2.3857, -5.4758)  0.1169
H (7.0629, 3.2429, -7.1561)  0.1168
H (4.5411, 2.7021, -5.2047)  0.1081
H (4.9546, 4.1352, -6.3569)  0.1176
H (4.3468, 2.2016, -8.2415)  0.0542
H (3.5973, 0.7324, -5.8106)  -0.0575
H (2.3207, 0.8816, -8.0222)  -0.0317
H (1.9483, 2.5262, -6.1783)  -0.0049

Results
E_HOMO	-8.7155	eV
SMILES	CCOP(=O)(OCC)OCC.CCOP(=O)(OCC)OCC.CCCCN[PH3]I

Record 3
A molecular structure, C43H30Cl3CoF15GeN5OS2. Source: the OMol25 dataset; level of theory: ωB97M-V with the def2-TZVPD basis set.

Last column: Mulliken spin population.
CARTESIAN COORDINATES (ANGSTROEM)
Co (1.3338, 0.5866, 0.2502)  2.7006
Cl (-7.7006, -3.1270, -6.6249)  0.0000
C (-6.3276, -2.8355, -5.6311)  0.0000
C (-5.6663, -3.8979, -5.0284)  0.0000
C (-4.5671, -3.6451, -4.2291)  0.0003
C (-4.1018, -2.3507, -4.0238)  0.0002
C (-2.8671, -2.0979, -3.1860)  -0.0008
C (-3.2060, -2.0209, -1.6788)  0.0012
N (-2.3778, -1.0423, -1.0316)  0.0014
C (-2.7237, 0.2604, -0.8275)  -0.0073
C (-1.6074, 0.8911, -0.3688)  0.0009
N (-0.5834, -0.0095, -0.3009)  0.0286
C (-1.0821, -1.1633, -0.7042)  -0.0020
O (-1.8970, -3.1098, -3.3232)  -0.0003
C (-1.3749, -3.2130, -4.6273)  0.0001
C (-0.5917, -4.4800, -4.7888)  0.0000
C (-0.2985, -5.4031, -3.8249)  0.0001
Cl (-0.6894, -5.3784, -2.1630)  0.0000
S (0.6156, -6.7425, -4.4452)  0.0000
C (0.6009, -6.0480, -6.0160)  0.0000
C (-0.0600, -4.8649, -6.0484)  0.0000
C (-4.7863, -1.3024, -4.6335)  0.0001
Cl (-4.2767, 0.3370, -4.4057)  0.0000
C (-5.8939, -1.5319, -5.4328)  0.0000
H (-6.0085, -4.9085, -5.1857)  0.0000
H (-4.0437, -4.4644, -3.7609)  0.0000
H (-2.4327, -1.1354, -3.5039)  0.0001
H (-3.0282, -3.0084, -1.2489)  -0.0001
H (-4.2527, -1.7453, -1.5466)  -0.0002
H (-3.7118, 0.6254, -1.0142)  0.0001
H (-1.4801, 1.9175, -0.0874)  0.0036
H (-0.5389, -2.0861, -0.7509)  -0.0018
H (-0.7293, -2.3407, -4.8395)  -0.0001
H (-2.1918, -3.2076, -5.3659)  0.0000
H (1.0788, -6.5686, -6.8210)  0.0000
H (-0.1764, -4.2669, -6.9339)  0.0000
H (-6.4122, -0.7073, -5.8965)  0.0000
C (3.0571, -4.0006, -1.0919)  -0.0001
C (2.9187, -2.7189, -1.9113)  0.0054
C (2.0030, -2.9654, -3.1120)  0.0026
C (4.3013, -2.2553, -2.3997)  -0.0006
N (2.2574, -1.7461, -1.0202)  -0.0143
N (1.9177, -0.4799, -1.6006)  0.0555
H (3.4965, -4.7870, -1.6984)  -0.0001
H (2.0793, -4.3264, -0.7504)  0.0001
H (3.6946, -3.8482, -0.2244)  -0.0003
H (2.3631, -3.8155, -3.6833)  -0.0001
H (1.9870, -2.1072, -3.7814)  0.0013
H (0.9944, -3.1834, -2.7727)  -0.0013
H (4.7204, -3.0031, -3.0681)  0.0000
H (4.9941, -2.1244, -1.5693)  0.0002
H (4.2339, -1.3237, -2.9626)  0.0000
H (2.8292, -1.5983, -0.1878)  0.0106
H (1.1428, -0.6583, -2.2403)  0.0008
H (2.6777, -0.0840, -2.1700)  0.0029
C (6.0348, 2.2428, 0.7526)  0.0010
C (5.7519, 1.2209, -0.1383)  0.0007
C (4.4480, 0.7709, -0.2471)  -0.0019
N (3.4239, 1.2566, 0.4570)  0.0139
C (3.7094, 2.2422, 1.3103)  -0.0006
C (4.9810, 2.7602, 1.4869)  0.0002
H (7.0394, 2.6194, 0.8711)  -0.0002
H (6.5247, 0.7752, -0.7452)  0.0008
H (4.2407, -0.0243, -0.9409)  -0.0013
H (2.8868, 2.6413, 1.8846)  0.0108
H (5.1363, 3.5623, 2.1908)  0.0003
F (-1.1479, 3.6056, 6.2871)  -0.0009
C (-1.0831, 2.2649, 6.3292)  -0.0068
C (-0.5537, 1.6303, 5.2213)  0.0074
C (-0.4731, 0.2528, 5.2259)  0.0002
F (0.0386, -0.3671, 4.1576)  0.0026
C (-0.9069, -0.4934, 6.3153)  0.0010
F (-0.8191, -1.8223, 6.2989)  0.0001
C (-1.4306, 0.1650, 7.4260)  -0.0004
F (-1.8423, -0.5374, 8.4735)  0.0000
C (-1.5231, 1.5588, 7.4389)  -0.0006
F (-2.0263, 2.1859, 8.4974)  0.0001
Ge (0.0077, 2.7939, 3.7213)  0.0114
S (0.5995, 1.7201, 1.9100)  0.1489
C (1.5434, 3.9433, 4.2567)  0.0120
C (2.0054, 4.8460, 3.3158)  0.0013
F (1.3452, 4.9008, 2.1467)  0.0029
C (3.1142, 5.6460, 3.5382)  0.0002
F (3.5538, 6.4809, 2.5989)  -0.0001
C (3.7817, 5.5392, 4.7586)  0.0009
F (4.8615, 6.2772, 4.9861)  0.0000
C (3.3334, 4.6390, 5.7242)  0.0002
F (3.9762, 4.5317, 6.8821)  0.0000
C (2.2227, 3.8459, 5.4546)  -0.0017
F (1.8026, 2.9493, 6.3550)  -0.0004
C (-1.5696, 3.9383, 3.3328)  0.0166
C (-1.6073, 5.3158, 3.4348)  -0.0036
F (-0.5328, 5.9577, 3.8981)  -0.0003
C (-2.7413, 6.0357, 3.0723)  -0.0002
F (-2.7545, 7.3613, 3.1600)  0.0000
C (-3.8681, 5.3556, 2.6110)  0.0009
F (-4.9538, 6.0298, 2.2545)  0.0001
C (-3.8570, 3.9634, 2.5241)  -0.0003
F (-4.9293, 3.3025, 2.0885)  0.0000
C (-2.7050, 3.2859, 2.8904)  -0.0019
F (-2.6494, 1.9413, 2.8257)  -0.0006

Results
total charge	+1
E_HOMO (spin up / spin down)	-11.0538 / -10.9766	eV
multiplicity	4

Record 4
A molecular structure, C16H26NO2. Source: the OMol25 dataset; level of theory: ωB97M-V with the def2-TZVPD basis set.

Last column: Löwdin charge in e.
CARTESIAN COORDINATES (ANGSTROEM)
C (-5.0196, -1.7984, 0.5854)  -0.0869
H (-5.1437, -1.2652, 1.4114)  0.0179
H (-5.4497, -1.2519, -0.3532)  0.1145
H (-5.3740, -2.8504, 0.5906)  0.0876
C (-3.5470, -1.9923, 0.0760)  -0.1552
C (-2.9998, -0.5553, 0.0402)  -0.1322
C (-1.6981, -0.5480, -0.2216)  0.0269
C (-0.9913, 0.8082, -0.7563)  -0.0988
C (-1.7171, 2.0041, -0.5991)  -0.0204
C (-2.9570, 1.8879, -0.1346)  -0.2052
C (-3.6904, 0.9316, 0.1433)  0.0281
H (-4.7720, 0.8342, 0.3147)  0.1170
H (-3.5196, 2.6772, -0.1392)  0.0819
H (-1.1812, 3.0210, -0.6630)  0.1467
O (0.3622, 0.6631, -1.1221)  -0.1303
C (1.0270, 1.8060, -1.2468)  -0.2582
H (1.9714, 1.2983, -1.9128)  0.1951
C (1.6066, 2.5760, -0.0893)  -0.1760
H (2.4171, 3.5137, -0.6110)  0.2406
O (2.3921, 1.8592, 0.8022)  -0.1019
C (1.6884, 1.1905, 1.6655)  -0.3214
C (2.0288, -0.1829, 2.0039)  -0.0201
N (2.0198, -0.8171, 0.5851)  -0.0524
C (1.5408, -2.2976, 0.7277)  0.0253
H (0.5549, -2.2624, 0.6015)  0.0471
C (1.9692, -2.8330, -0.8745)  -0.1520
H (2.3034, -4.0482, -0.8400)  0.1937
H (1.0133, -2.7218, -1.4936)  0.1293
C (2.8117, -1.8829, -1.3434)  -0.3711
H (3.7972, -2.3746, -1.8100)  0.1881
H (2.4314, -1.1462, -2.2906)  0.1911
C (3.2379, -0.9857, -0.4001)  -0.1588
H (3.6019, 0.0900, -0.5235)  0.1544
H (4.0351, -1.5492, 0.3036)  0.1820
H (2.1839, -2.9408, 1.2922)  0.1260
H (1.3711, -0.1824, -0.0039)  0.1344
H (1.5280, -0.7751, 2.3971)  -0.0106
H (3.1809, -0.3361, 2.4513)  0.2187
H (0.6317, 1.3122, 1.6401)  0.1240
H (1.8823, 1.8236, 2.7921)  0.2133
H (0.9150, 3.0285, 0.5516)  0.0952
H (0.3533, 2.5630, -1.7670)  0.1421
H (-1.1565, -1.3835, -0.4974)  0.0652
H (-3.1120, -2.4268, 1.1028)  0.1722
H (-3.4820, -2.3794, -0.7191)  -0.0065

Results
relative energy (zero: lowest compared OMol25 entry of this formula, charge and spin)	355.3	kcal/mol
total charge	+1
E_HOMO	-11.7574	eV

no.,maximum force (eV/A)
1,3.4
2,10.0
3,1.6
4,18.3